{"formula": "C5H15NOS2", "method": "ωB97M-V/def2-TZVPD", "energy_ha": -1125.83834, "s_squared": 0.75, "multiplicity": 2, "charge": -1, "gap_ev": [3.83, 7.18], "lumo_energy_ev": [3.64, 3.60], "largest_force_ev_per_a": 2.72, "species": ["N", "C", "C", "C", "S", "S", "C", "C", "H", "H", "H", "H", "H", "H", "H", "H", "H", "H", "H", "H", "H", "H", "H", "O"], "xyz": [[1.246293, 0.878864, 1.428928], [1.137188, -0.536865, 1.796728], [2.387499, -1.123002, 2.481661], [0.719704, -1.420835, 0.574770], [0.845652, -0.577453, -1.040127], [-1.009994, 0.646904, -1.404231], [-2.083815, -0.609125, -2.207121], [-2.920058, -1.364167, -1.210549], [2.136682, 1.025673, 0.941270], [1.298097, 1.348526, 2.324541], [0.288453, -0.621023, 2.459517], [2.695855, -2.082711, 2.090165], [2.298781, -1.195610, 3.550968], [3.268382, -0.497192, 2.294318], [1.376594, -2.288698, 0.476682], [-0.268221, -1.843505, 0.753719], [-2.695784, -0.116523, -2.947620], [-1.368177, -1.300585, -2.619164], [-2.300845, -1.624210, -0.348916], [-3.192901, -2.370515, -1.520339], [-3.766925, -0.829353, -0.768945], [0.595272, 3.583671, 1.314557], [-0.798626, 3.172081, 1.285371], [-0.122959, 3.423863, 1.942132]], "atomic_forces_ev_per_a": [[0.453, -0.460, 0.619], [0.032, -0.802, -1.056], [0.610, 0.582, -0.375], [0.510, 0.206, -0.280], [1.947, -1.606, 0.159], [-2.268, 1.463, -0.314], [0.355, 0.549, 0.853], [0.178, -0.669, 1.292], [-0.467, -0.082, 0.063], [0.060, 0.546, -0.072], [-0.153, 0.220, 0.522], [-0.276, -0.483, -0.032], [-0.150, -0.067, 0.595], [-0.175, 0.200, 0.001], [0.016, 0.050, 0.184], [-0.298, 0.242, -0.181], [-0.033, -0.027, -0.454], [0.148, -0.301, -0.646], [0.260, 0.335, 0.122], [-0.615, -0.025, -0.639], [-0.034, 0.049, -0.431], [0.240, -0.102, 0.389], [-0.011, -0.279, 0.599], [-0.330, 0.461, -0.918]]}

{"formula": "C22H34GeN2O2PtSi", "method": "ωB97M-V/def2-TZVPD", "energy_ha": -3603.70904, "multiplicity": 1, "charge": 2, "gap_ev": 5.47, "lumo_energy_ev": -9.38, "largest_force_ev_per_a": 2.03, "species": ["Pt", "C", "C", "C", "C", "C", "C", "H", "H", "H", "H", "H", "H", "O", "C", "N", "C", "O", "C", "C", "C", "C", "N", "C", "H", "H", "H", "H", "H", "H", "H", "H", "C", "Ge", "C", "C", "C", "H", "H", "H", "H", "H", "H", "H", "H", "H", "H", "H", "C", "Si", "C", "C", "C", "C", "H", "H", "H", "H", "H", "H", "H", "H", "H"], "xyz": [[-0.467418, 0.777047, 1.159140], [0.632060, 0.596638, 3.344767], [-0.272544, 1.684111, 3.262841], [-1.625425, 1.467461, 3.596362], [-2.072009, 0.193336, 3.943119], [-1.171292, -0.862453, 4.019611], [0.180019, -0.658695, 3.735807], [1.694203, 0.791065, 3.269418], [0.112685, 2.695301, 3.181644], [-2.311632, 2.304292, 3.625193], [-3.110989, 0.035729, 4.200115], [-1.518160, -1.838782, 4.331585], [0.885553, -1.470535, 3.858676], [5.601996, -2.856828, 2.983106], [5.819890, -2.638485, 1.614355], [4.863934, -1.611745, 1.240761], [4.397921, -1.502330, -0.016769], [4.689874, -2.239106, -0.931846], [3.436067, -0.366424, -0.275045], [3.578773, 0.388703, -1.436273], [2.641982, 1.367227, -1.732159], [1.571962, 1.544831, -0.880208], [1.440544, 0.806104, 0.226644], [2.342220, -0.138512, 0.531595], [6.270057, -3.457084, 3.330703], [5.628775, -3.516532, 0.995884], [6.838496, -2.296302, 1.407818], [4.641777, -0.943072, 1.960063], [4.414061, 0.195519, -2.097838], [2.727443, 1.970456, -2.625011], [0.808754, 2.280593, -1.075326], [2.166572, -0.737321, 1.415339], [-3.854290, 3.351195, -1.597713], [-1.917016, 3.229548, -1.253499], [-1.319783, 5.032645, -0.770632], [-0.972792, 2.552731, -2.829891], [-1.910357, 2.109910, 0.400584], [-3.998573, 4.091741, -2.383565], [-4.378629, 3.674013, -0.699493], [-4.244942, 2.388112, -1.923178], [-1.570731, 5.709435, -1.586597], [-0.243408, 5.072304, -0.600651], [-1.838284, 5.366562, 0.128251], [-1.469309, 2.976182, -3.702821], [-1.002752, 1.465276, -2.905623], [0.063911, 2.885726, -2.851196], [-2.104692, 2.785554, 1.235126], [-2.730286, 1.380965, 0.351271], [-3.840469, -3.200409, -1.513359], [-2.009422, -2.941843, -1.809903], [-1.108268, -4.558745, -1.560582], [-1.727760, -2.178164, -3.492286], [-1.342636, -1.713512, -0.555617], [-0.895740, -0.897255, 0.233952], [-4.218453, -3.923503, -2.237485], [-4.391817, -2.266298, -1.633495], [-4.013120, -3.589009, -0.508703], [-1.471363, -5.277271, -2.297818], [-1.285316, -4.967113, -0.565209], [-0.032704, -4.437375, -1.701888], [-2.042792, -2.874731, -4.271136], [-0.669145, -1.957058, -3.645908], [-2.295209, -1.253823, -3.615006]], "atomic_forces_ev_per_a": [[1.130, -1.059, -0.303], [0.115, 0.546, 1.056], [0.332, 0.264, 0.933], [0.140, 0.118, -0.312], [-0.046, -0.146, -0.069], [-0.028, 0.004, -0.079], [0.121, -0.071, -0.152], [0.002, -0.001, -0.188], [-0.053, 0.013, -0.098], [-0.013, -0.009, -0.094], [-0.001, 0.019, -0.022], [0.031, -0.005, -0.014], [-0.024, -0.027, -0.052], [-0.123, 0.047, 0.001], [0.127, -0.159, -0.134], [-0.048, -0.066, 0.072], [0.130, -0.135, 0.209], [-0.005, 0.159, -0.115], [-0.096, 0.178, -0.068], [-0.059, 0.026, -0.033], [0.182, -0.057, 0.122], [-0.021, 0.240, -0.134], [-2.024, -0.130, 0.110], [0.024, -0.347, 0.265], [0.030, 0.025, -0.028], [-0.082, -0.034, 0.037], [0.003, 0.060, 0.090], [0.083, 0.121, -0.072], [-0.028, -0.061, -0.006], [-0.038, 0.050, 0.042], [-0.022, -0.070, 0.044], [-0.073, -0.010, -0.053], [0.394, -0.347, 0.211], [-0.359, 0.681, -0.555], [0.171, -0.472, 0.128], [0.014, -0.151, 0.238], [0.063, -0.363, -0.201], [-0.012, -0.004, 0.000], [-0.060, 0.023, -0.048], [-0.095, 0.055, -0.031], [0.018, -0.010, -0.008], [-0.010, 0.121, 0.015], [0.028, 0.054, -0.019], [-0.034, -0.016, 0.015], [-0.011, 0.005, -0.024], [-0.036, 0.043, -0.100], [0.249, -0.093, 0.127], [0.088, -0.143, -0.090], [0.400, 0.323, 0.169], [-0.510, -0.739, -0.293], [0.126, 0.378, -0.060], [0.246, 0.077, 0.257], [0.122, 0.024, 0.122], [-0.205, 1.302, -0.747], [-0.010, 0.002, 0.004], [-0.092, -0.065, 0.012], [-0.096, -0.017, -0.033], [0.016, -0.022, 0.017], [-0.016, -0.003, -0.009], [0.000, -0.092, 0.003], [-0.016, -0.012, 0.024], [-0.024, -0.002, -0.077], [-0.017, -0.019, 0.000]]}

{"formula": "C37H52As3BaCl2FN8O5S", "method": "ωB97M-V/def2-TZVPD", "energy_ha": -10406.78193, "multiplicity": 1, "charge": 0, "gap_ev": 7.09, "lumo_energy_ev": 0.05, "largest_force_ev_per_a": 0.66, "species": ["Ba", "Cl", "C", "C", "C", "C", "C", "Cl", "C", "S", "H", "H", "H", "C", "As", "C", "C", "C", "C", "C", "As", "C", "C", "C", "As", "C", "C", "H", "H", "H", "H", "H", "H", "H", "H", "H", "H", "H", "H", "H", "H", "H", "H", "H", "H", "H", "H", "H", "H", "H", "H", "H", "H", "H", "C", "C", "N", "C", "C", "N", "C", "N", "N", "N", "C", "C", "C", "C", "C", "C", "H", "H", "H", "H", "H", "H", "H", "H", "H", "H", "H", "F", "C", "C", "N", "C", "C", "O", "O", "C", "O", "N", "C", "O", "H", "H", "H", "H", "C", "N", "C", "C", "O", "H", "H", "H", "H", "H", "H", "H"], "xyz": [[-0.173027, -0.260622, -0.285811], [-2.306394, -2.843544, -0.630978], [-3.246935, -2.360554, 0.764850], [-4.619769, -2.328932, 0.592907], [-5.438081, -1.997356, 1.655385], [-4.862112, -1.721160, 2.885901], [-3.488105, -1.758542, 3.031243], [-2.863784, -1.455220, 4.626824], [-2.599642, -2.052408, 1.975210], [-0.868348, -2.055439, 2.188038], [-5.036263, -2.565741, -0.376654], [-6.511723, -1.966153, 1.532381], [-5.474976, -1.480760, 3.743723], [4.379823, -0.028995, 2.616753], [2.460085, -0.384197, 2.414353], [2.538214, -2.203285, 3.136288], [1.698260, 0.399423, 4.057032], [1.730668, 1.914233, 4.316418], [3.155987, 2.389833, 4.624592], [1.248112, 2.743462, 3.104567], [-0.278206, 2.120435, 2.026800], [-1.804847, 1.907374, 3.217815], [-0.779978, 3.847302, 1.256206], [0.826838, 2.268614, 5.518113], [0.816788, 1.412516, 7.309772], [0.064846, -0.354148, 6.906052], [2.666017, 0.847673, 7.657114], [4.639794, 0.951466, 2.221658], [4.913871, -0.782354, 2.036680], [4.689535, -0.097927, 3.659508], [3.089779, -2.208083, 4.077568], [3.043928, -2.862360, 2.429923], [1.528590, -2.576620, 3.300918], [2.191411, -0.109651, 4.885872], [0.663321, 0.039541, 4.036773], [3.812135, 2.252829, 3.766522], [3.580211, 1.847429, 5.468143], [3.151299, 3.453616, 4.873073], [2.053795, 2.797665, 2.363477], [1.053966, 3.768547, 3.432322], [-1.978928, 2.780963, 3.845933], [-1.687977, 1.013367, 3.827335], [-2.668802, 1.750499, 2.569368], [-0.986661, 4.585052, 2.031738], [-1.675010, 3.693132, 0.653069], [0.019249, 4.216954, 0.613378], [-0.221507, 2.171396, 5.230974], [0.973252, 3.330819, 5.737670], [-0.849255, -0.232636, 6.326107], [-0.196551, -0.832421, 7.849897], [0.744594, -1.002832, 6.357931], [3.311326, 1.717838, 7.769684], [3.073433, 0.185501, 6.894863], [2.651812, 0.314062, 8.607946], [0.217849, -2.566480, -3.867595], [1.087791, -3.078815, -2.769153], [1.333648, -2.455277, -1.643410], [2.143550, -3.288591, -0.899695], [2.392757, -4.426205, -1.592695], [1.715106, -4.288997, -2.788845], [1.809327, -5.191000, -3.908200], [3.173914, -5.307708, -4.366595], [3.682348, -6.536165, -4.617529], [4.885660, -6.426590, -5.027185], [5.210949, -5.086152, -5.063020], [6.403755, -4.455846, -5.426530], [6.443658, -3.085828, -5.333168], [5.327649, -2.349439, -4.880356], [4.144013, -2.954436, -4.521077], [4.109379, -4.350134, -4.631670], [-0.282745, -1.659057, -3.530678], [-0.555268, -3.289361, -4.131876], [0.792199, -2.338312, -4.769825], [2.469821, -3.016682, 0.090107], [2.970249, -5.304746, -1.362003], [1.164661, -4.818163, -4.702721], [1.493262, -6.196187, -3.636368], [7.253390, -5.035376, -5.760608], [7.347416, -2.554999, -5.600147], [5.411774, -1.272588, -4.806049], [3.306371, -2.377595, -4.151452], [0.801514, 3.484539, -4.965079], [-0.406261, 2.898781, -4.999575], [-1.224711, 2.939551, -3.946578], [-2.469633, 2.357124, -3.948358], [-3.105314, 2.108920, -2.660563], [-2.337289, 1.050300, -1.866474], [-2.519045, 0.999050, -0.629297], [-1.526824, 0.328400, -2.512184], [-2.898596, 1.607404, -5.032105], [-3.957181, 1.026372, -5.068087], [-2.045296, 1.643445, -6.125770], [-0.767135, 2.180576, -6.210496], [-0.063973, 2.021357, -7.184607], [-0.930758, 3.440979, -3.033425], [-4.118584, 1.759564, -2.841740], [-3.148090, 3.033114, -2.085666], [-2.362028, 1.116175, -6.926865], [4.013378, 1.243741, -3.403513], [2.703287, 0.874691, -3.914652], [2.554012, 0.604160, -5.334060], [1.655864, 0.867454, -3.090759], [1.709902, 1.142098, -1.890157], [4.612604, 1.636891, -4.222716], [4.520621, 0.382530, -2.962874], [3.905005, 2.005128, -2.634371], [2.789198, 1.491596, -5.922358], [1.523142, 0.330059, -5.550810], [3.208192, -0.214775, -5.638761], [0.706359, 0.595401, -3.574377]], "atomic_forces_ev_per_a": [[0.308, -0.573, 0.077], [0.121, 0.079, -0.076], [-0.069, 0.045, 0.137], [0.026, -0.028, -0.124], [0.029, 0.017, 0.102], [-0.066, -0.003, -0.040], [0.029, -0.019, -0.055], [0.035, 0.031, 0.016], [-0.002, -0.004, 0.027], [0.077, 0.076, -0.056], [0.012, 0.001, 0.003], [0.001, 0.001, -0.001], [0.009, 0.001, 0.001], [0.018, 0.045, -0.052], [-0.035, -0.049, -0.068], [-0.035, -0.033, -0.019], [-0.036, 0.104, 0.048], [0.005, 0.013, -0.057], [-0.017, -0.051, 0.020], [-0.041, -0.030, 0.101], [-0.091, 0.080, 0.018], [-0.021, 0.025, 0.035], [0.022, 0.022, -0.016], [0.034, -0.020, -0.038], [-0.024, 0.032, 0.022], [0.014, -0.016, -0.002], [0.014, -0.010, 0.006], [0.027, -0.013, 0.005], [-0.002, -0.003, -0.002], [-0.007, 0.000, 0.002], [0.006, 0.019, -0.003], [0.006, 0.015, -0.001], [-0.010, 0.003, 0.002], [0.016, -0.019, 0.044], [-0.012, -0.006, 0.011], [0.008, 0.014, 0.010], [0.031, 0.012, -0.010], [-0.004, 0.002, 0.004], [0.001, 0.008, -0.003], [-0.011, 0.001, -0.008], [0.027, 0.007, -0.001], [0.016, -0.016, 0.012], [0.005, 0.006, -0.001], [-0.003, -0.010, 0.012], [-0.006, 0.011, 0.005], [0.005, -0.010, 0.008], [-0.050, -0.017, -0.030], [-0.017, 0.003, 0.003], [-0.014, 0.005, -0.022], [0.008, 0.011, 0.002], [0.007, -0.003, -0.025], [0.000, -0.002, 0.000], [-0.004, -0.011, -0.020], [0.000, -0.001, -0.001], [0.021, -0.008, 0.029], [-0.026, -0.011, -0.060], [-0.187, 0.217, 0.204], [-0.014, 0.003, -0.053], [0.018, 0.014, 0.016], [0.049, 0.017, -0.009], [-0.021, -0.001, -0.012], [-0.008, 0.024, -0.005], [0.081, -0.007, 0.057], [-0.072, 0.024, -0.056], [0.003, -0.041, 0.022], [0.035, 0.009, -0.007], [-0.009, 0.003, 0.013], [-0.041, -0.030, 0.008], [0.041, 0.020, 0.004], [-0.048, -0.005, 0.001], [-0.003, -0.002, -0.001], [-0.004, 0.010, -0.010], [-0.009, 0.003, -0.004], [0.001, -0.018, -0.002], [0.001, 0.005, -0.018], [-0.005, 0.015, 0.003], [0.007, -0.016, -0.011], [-0.004, 0.006, 0.002], [-0.005, 0.003, -0.003], [0.003, 0.005, -0.005], [-0.015, -0.001, 0.007], [-0.010, -0.017, -0.004], [0.018, 0.045, 0.011], [-0.013, -0.004, 0.032], [0.070, -0.125, 0.012], [-0.020, 0.046, 0.004], [0.150, -0.098, 0.004], [-0.039, 0.149, -0.135], [0.019, 0.051, -0.087], [-0.206, 0.371, -0.108], [0.081, -0.150, 0.054], [0.069, -0.072, 0.031], [-0.001, -0.122, -0.002], [-0.004, 0.044, 0.013], [-0.005, -0.010, 0.005], [-0.015, 0.015, 0.006], [-0.026, 0.002, -0.020], [-0.003, -0.009, -0.010], [-0.011, -0.004, -0.014], [0.017, 0.041, 0.011], [0.001, 0.012, 0.020], [-0.088, 0.006, 0.020], [-0.109, -0.128, 0.040], [0.006, 0.001, 0.005], [0.009, -0.006, -0.016], [-0.014, -0.008, 0.000], [0.012, -0.001, -0.005], [-0.006, -0.014, 0.016], [0.000, -0.005, -0.014], [-0.009, 0.014, 0.019]]}

| no. | molar mass (g/mol) |
| --- | --- |
| 1 | 169.31 |
| 2 | 654.30 |
| 3 | 1172.94 |